No. 1
Entry from the OMol25 dataset: a molecular structure, C4H5N3 in a non-equilibrium geometry (ωB97M-V/def2-TZVPD).

The geometry in XYZ format:
```
12
C4H5N3 ωB97M-V/def2-TZVPD
N 2.553 -1.086 1.109
C 1.832 -0.552 0.377
C 0.770 -0.018 -0.443
C -0.840 -1.064 -0.304
N -1.737 -0.119 0.197
C -1.178 1.016 0.338
N 0.160 1.183 0.041
H 1.087 0.096 -1.506
H -0.629 -1.092 -1.340
H -0.983 -2.049 0.189
H -1.718 1.880 0.706
H 0.685 1.806 0.636
```

The lowest unoccupied orbital energy comes out at 0.718 eV.



No. 2
Entry from the OMol25 dataset: C4H5N3 in the gas phase in a non-equilibrium geometry (ωB97M-V/def2-TZVPD).

The geometry in XYZ format:
```
12
C4H5N3 ωB97M-V/def2-TZVPD
C 4.100 -0.465 0.556
C 3.403 -0.013 -0.373
C -0.875 1.548 0.149
C 0.696 -0.800 -0.115
N 0.394 1.621 0.097
N 2.504 0.876 -0.254
N 1.213 0.591 -0.210
H -1.412 2.481 0.583
H -1.496 0.751 0.090
H -0.077 -0.732 0.674
H 0.280 -1.031 -1.087
H 1.754 -1.312 0.257
```

The lowest unoccupied orbital energy comes out at -1.008 eV.



No. 3
Entry from the OMol25 dataset: C4H5N3 in the gas phase in a non-equilibrium geometry (ωB97M-V/def2-TZVPD).

The geometry in XYZ format:
```
12
C4H5N3 ωB97M-V/def2-TZVPD
H -1.096 2.360 -0.864
N -0.404 1.547 -0.650
C -0.908 0.481 -1.457
N 0.063 -0.602 -1.216
C 0.488 -0.889 0.077
C 0.606 0.135 1.142
C 1.021 -0.400 2.378
N 1.442 -0.684 3.411
H -1.636 0.408 -2.450
H -0.692 -1.457 -1.532
H 0.892 -1.984 0.152
H 0.225 1.085 1.008
```

The lowest unoccupied orbital energy comes out at -0.140 eV. As for the SMILES: [H]/N=C/N/C=C/C#N.



No. 4
Entry from the OMol25 dataset: a molecular structure, C4H5N3 in a non-equilibrium geometry (ωB97M-V/def2-TZVPD).

The geometry in XYZ format:
```
12
C4H5N3 ωB97M-V/def2-TZVPD
C -0.797 -1.649 -1.000
C -0.447 -2.489 0.264
C 0.144 -0.224 0.669
C -0.470 -0.257 -0.711
N -0.943 -3.696 0.154
N -1.432 -3.598 -1.037
N -1.412 -2.469 -1.731
H -0.383 0.191 1.499
H 1.237 0.074 0.615
H 0.090 -1.555 0.944
H 0.302 0.067 -1.526
H -1.414 0.236 -0.793
```

The lowest unoccupied orbital energy (spin up / spin down) comes out at 0.815 / -2.315 eV. As for the spin multiplicity: 3.



no.,E_tot (eV)
1,-8697.0456
2,-8690.9849
3,-8694.7876
4,-8691.7126